Entry from the Open Molecules 2025 dataset: a cluster of 3 separate species, C2H10N2O3 in total (the ωB97M-V functional and the def2-TZVPD basis).

The calculation puts the total energy at -11357.913 eV. For the energy above the lowest of the compared OMol25 structures with the same formula, charge and spin, the calculation gives 204.5 kJ/mol. Its LUMO energy is 0.62 eV. Its HOMO energy is -8.426 eV. The SMILES is NCNC=O.O.O. As for the gap between HOMO and LUMO: 9.04 eV.

Geometry as XYZ:
```
17
Properties=species:S:1:pos:R:3:forces:R:3:mulliken_charge:R:1
N 1.5165 -0.2675 -0.7207 -0.18 -2.50 -0.77 -0.460
C 2.0696 0.6949 0.1353 -1.47 0.46 -0.35 -0.271
N 1.0716 1.2155 1.1322 1.00 -0.20 -1.13 -0.175
C -0.2846 1.4122 0.9093 1.98 0.01 0.53 0.065
O -0.8747 1.0120 -0.0506 -0.89 0.38 -0.33 -0.500
H 1.4343 -0.2555 -1.7264 0.49 1.08 0.35 0.192
H 0.8414 -0.9452 -0.4092 0.17 0.23 0.69 0.187
H 2.4414 1.4432 -0.5733 0.08 0.51 0.67 0.250
H 2.8796 0.3776 0.7984 0.26 -0.30 -0.32 0.215
H 1.4440 1.0395 2.0472 -0.64 0.54 0.47 0.216
H -0.6492 2.0816 1.7007 -0.81 -0.24 0.16 0.285
O -3.2132 -3.1150 -5.2133 1.04 0.61 0.28 -0.636
H -3.5649 -2.6596 -5.9736 -0.35 -0.05 -0.25 0.319
H -3.7758 -3.8396 -4.9894 -0.69 -0.56 -0.04 0.317
O -0.3115 0.2241 4.2402 0.85 -0.24 -0.27 -0.627
H 0.1487 1.0594 4.2261 0.64 0.31 -0.01 0.306
H -1.1731 0.5222 4.4671 -1.48 -0.02 0.32 0.317
```
Forces are in eV/Å.